Here is a gas-phase ion, C6H11N2O4S (charge +1) in a non-equilibrium geometry from OMol25. Energies are from ωB97M-V with the def2-TZVPD basis set.

Last column: Löwdin charge in e.
Atoms and positions in Å:
C 1.44 0.32 -1.02  -0.331
C 3.63 -1.31 -3.18  -0.100
C 1.49 -0.79 -2.03  -0.320
C 2.44 -0.71 -3.23  -0.032
C -1.73 1.40 1.66  -0.082
C -1.05 0.74 2.88  -0.114
N 0.90 0.17 0.13  0.033
N 1.40 -1.92 -1.18  0.032
O 2.32 1.29 -1.29  0.138
O 4.60 -1.94 -3.36  0.238
O -1.34 -1.13 0.29  -0.386
O -0.06 -0.33 2.35  -0.414
S -0.11 -1.19 1.04  1.021
H 0.46 -0.78 -2.52  0.193
H 2.09 -0.27 -4.08  0.095
H -2.17 0.76 0.94  0.040
H -2.33 2.28 2.09  0.120
H -0.93 2.09 1.21  0.093
H -1.82 0.20 3.43  0.122
H -0.31 1.30 3.47  0.131
H 0.84 1.03 0.69  0.127
H 0.86 -2.74 -1.57  0.160
H 2.64 1.18 -2.28  0.178
H 2.04 -2.13 -0.51  0.057

Summary:
E_HOMO (eV): -13.28
2S+1: 1
ΔE to the lowest compared entry with this formula, charge and spin (kJ/mol): 186.5
Kohn-Sham gap (Eh): 0.3527
Strongest force on any atom (Eh/bohr): 0.1130
Charge: +1

***

Here is a single C21H20ClN5O molecule from OMol25. Energies are from ωB97M-V with the def2-TZVPD basis set.

Last column: Löwdin charge in e.
Atoms and positions in Å:
C 0.45 -6.30 -1.74  0.008
C -0.25 -6.35 -0.62  -0.168
C 0.35 -6.18 0.74  -0.145
N -0.30 -5.11 1.49  -0.172
C -0.38 -3.81 1.14  -0.007
C -1.08 -3.17 2.14  -0.152
C -1.42 -1.76 2.22  -0.202
N -1.92 -1.24 3.34  0.098
N -2.14 0.07 3.08  0.043
C -1.77 0.37 1.82  -0.187
C -1.31 -0.76 1.23  -0.089
C -0.92 -0.48 -0.19  -0.059
N -1.04 1.01 -0.28  -0.006
C 0.12 1.68 -0.66  -0.388
O 1.17 1.11 -0.86  0.106
C -0.02 3.13 -1.07  -0.324
C 1.31 3.81 -1.23  -0.202
C 1.96 3.90 -2.45  -0.018
C 3.20 4.51 -2.58  -0.072
C 3.82 5.05 -1.46  -0.080
C 3.20 4.96 -0.22  -0.101
C 1.97 4.34 -0.12  -0.568
Cl 1.22 4.22 1.45  0.719
C -1.02 3.36 -2.20  -0.050
C -1.23 4.00 -0.87  -0.075
C -1.78 1.55 0.90  -0.059
C -1.38 -4.20 3.06  -0.099
N -0.90 -5.37 2.65  0.080
H -0.01 -6.44 -2.71  0.054
H 1.52 -6.12 -1.73  0.060
H -1.32 -6.52 -0.65  0.106
H 0.20 -7.07 1.35  0.122
H 1.42 -5.99 0.67  0.122
H 0.06 -3.44 0.23  0.132
H -2.50 0.65 3.80  0.154
H 0.09 -0.76 -0.45  0.112
H -1.62 -0.94 -0.90  0.126
H 1.48 3.46 -3.32  0.119
H 3.68 4.56 -3.54  0.104
H 4.78 5.53 -1.54  0.104
H 3.67 5.37 0.67  0.103
H -0.68 3.97 -3.02  0.104
H -1.65 2.52 -2.46  0.113
H -2.05 3.65 -0.26  0.082
H -1.03 5.06 -0.78  0.118
H -2.80 1.84 0.63  0.123
H -1.26 2.42 1.30  0.106
H -1.92 -4.13 3.99  0.108

Summary:
SMILES: C=CCn1cc(-c2n[nH]c3c2CN(C(=O)C2(c4ccccc4Cl)CC2)C3)cn1
E_HOMO (eV): -8.30
2S+1: 1
ΔE to the lowest compared entry with this formula, charge and spin (kJ/mol): 206.5
Kohn-Sham gap (Eh): 0.3267
Strongest force on any atom (Eh/bohr): 0.0092